A structure of composition C20H28CrNO2 at a distorted geometry. Source: the OMol25 dataset; level of theory: ωB97M-V with the def2-TZVPD basis set.

```
52
Properties=species:S:1:pos:R:3
O 0.19026 1.62808 -2.61482
C 0.92986 2.60674 -3.44606
C -0.03275 3.73534 -3.03621
H 0.94403 2.34490 -4.51587
H 1.95747 2.75775 -3.08183
C -0.70147 2.66932 -2.09749
H -0.66922 4.05336 -3.89294
H 0.45147 4.59317 -2.58675
C -2.14581 2.61022 -2.50016
H -2.25382 2.74736 -3.58211
H -2.65020 3.49445 -2.06983
H -2.64676 1.71558 -2.10535
C -0.71222 2.68500 -0.55505
H 0.15091 3.15887 -0.08575
H -0.76539 1.68001 -0.09083
H -1.61169 3.20036 -0.18693
Cr 0.05246 -0.98231 2.06261
C 1.07252 0.57156 4.03822
C 2.13198 -0.35105 3.82825
C 2.47142 -0.34297 2.43507
H 2.66758 -0.89102 4.61692
C 1.65403 0.67159 1.78022
C 0.75318 1.21301 2.79926
H 0.05600 2.05594 2.69661
H 0.67097 0.84613 5.01278
H 3.33117 -0.86490 2.00856
H 1.70852 1.01021 0.73393
C -1.12264 -1.26579 4.17811
C -1.62639 -0.20219 3.36802
C -2.09593 -0.74969 2.12140
H -1.73281 0.81313 3.73695
C -1.76567 -2.16457 2.12364
C -1.05120 -2.43505 3.34291
H -0.61292 -3.37922 3.68121
H -0.60843 -1.33222 7.69199
H -2.60298 -0.18071 1.34199
H -1.98790 -2.91864 1.35872
O 0.41834 -1.67046 -1.74935
C -0.25921 -1.55396 -3.10640
C 0.58964 -2.24524 -4.17115
H -0.41754 -0.50122 -3.41909
H -1.26311 -2.06956 -3.05410
C 1.51700 -3.16730 -3.39243
H 1.18864 -1.54255 -4.74958
H -0.03252 -2.79804 -4.86224
C 1.15036 -2.94650 -1.91469
H 2.54900 -2.87320 -3.60564
H 1.32445 -4.19272 -3.69243
H 2.09274 -3.03341 -1.32670
H 0.48565 -3.80689 -1.66923
N -0.48515 -1.22582 6.68649
C -0.65589 -1.17490 5.51713
```

Output
Relative energy (zero: lowest compared OMol25 entry of this formula, charge and spin)   107.3 kJ/mol
Charge   0
E   -2028.287128 hartree
Expectation value of S²   3.903
Multiplicity   4


A structure of composition C20H28CuN8S2Se at a distorted geometry. Source: the OMol25 dataset; level of theory: ωB97M-V with the def2-TZVPD basis set.

```
60
Properties=species:S:1:pos:R:3
Cu -1.89776 0.03141 -0.22211
N -1.94696 -3.40359 -0.81931
C -2.77256 -2.59239 -1.48741
N -2.75266 -1.28759 -1.41281
C -3.70516 -0.69979 -2.21871
C -4.47896 -1.58239 -2.90311
S -4.01716 -3.20129 -2.55121
C -3.71366 0.74271 -2.22581
C -4.49656 1.61011 -2.92051
S -4.04426 3.23771 -2.59391
C -2.79326 2.65411 -1.52261
N -2.76686 1.34981 -1.42521
N -1.97566 3.48151 -0.86281
H -1.12106 -3.00909 -0.39821
H -1.97866 -4.39299 -0.99741
H -5.27316 -1.38079 -3.59051
H -5.29076 1.39391 -3.60281
H -2.00876 4.46791 -1.05641
H -1.14866 3.10151 -0.42961
C 2.55174 0.05331 -4.42571
N 3.24864 0.01051 -3.17171
C 2.69474 -0.04469 -1.95121
Se 0.91414 -0.16409 -1.52961
N 3.67194 -0.04729 -1.02321
C 4.89304 -0.01559 -1.64911
C 6.18634 -0.03729 -1.15401
C 7.20754 -0.02979 -2.08421
C 6.94194 0.00541 -3.45751
C 5.65504 0.03501 -3.95511
C 4.62044 0.02061 -3.03031
H 1.47774 0.06411 -4.24531
H 2.80604 -0.82149 -5.02411
H 2.83344 0.95251 -4.97381
H 3.51274 -0.07869 -0.02861
H 6.37754 -0.06799 -0.09451
H 8.23164 -0.05729 -1.74791
H 7.77154 0.00321 -4.14631
H 5.46784 0.05911 -5.01421
C -2.38816 0.01141 5.78109
C -1.49646 0.97041 4.99619
N -0.95486 0.37061 3.78669
C 0.26094 -0.41709 3.94519
C 0.00174 -1.92199 3.86139
C -1.56896 0.46391 2.60899
C -2.84886 1.23031 2.50219
N -1.10406 -0.06159 1.50529
H -2.79646 0.53641 6.63939
H -1.82586 -0.84219 6.14869
H -3.21126 -0.35599 5.17209
H -0.65226 1.27301 5.61999
H -2.05436 1.86791 4.73329
H 0.68814 -0.18289 4.92109
H 0.99214 -0.10439 3.18979
H -0.57016 -2.26419 4.71889
H 0.94754 -2.45669 3.85549
H -0.55636 -2.18059 2.96399
H -2.67716 2.28931 2.68389
H -3.58506 0.86031 3.20959
H -3.24896 1.12211 1.49539
H -0.23286 -0.56869 1.60839
```

Output
Charge   +2
E   -6054.834336 hartree
Expectation value of S²   0.770
Multiplicity   2


A structure of composition C20H28F3O2Pb at a distorted geometry. Source: the OMol25 dataset; level of theory: ωB97M-V with the def2-TZVPD basis set.

```
54
Properties=species:S:1:pos:R:3
O 0.52096 -2.49582 -3.37729
C 0.46837 -3.94780 -3.16592
C 1.09462 -4.24778 -4.53040
H -0.57174 -4.28124 -3.04824
H 1.07300 -4.26140 -2.30443
C 1.07726 -2.70754 -4.70934
H 0.44808 -4.76561 -5.23680
H 2.10559 -4.65116 -4.50630
C 0.11993 -2.28800 -5.80383
H -0.84647 -2.78810 -5.68350
H 0.54692 -2.56739 -6.77465
H -0.03028 -1.20467 -5.79733
C 2.45547 -2.10343 -4.89967
H 3.15458 -2.43407 -4.12435
H 2.40450 -1.00972 -4.90679
H 2.83869 -2.42613 -5.87496
Pb -0.73857 1.74136 2.48365
C 1.49206 3.02923 4.30997
C 1.00538 1.98884 5.15406
C 1.32952 0.73992 4.54883
H 0.53805 2.12939 6.13088
C 2.01552 1.00777 3.32349
C 2.13413 2.42717 3.19010
H 2.67761 2.94922 2.40091
H 1.43279 4.09907 4.51471
H 1.16371 -0.25095 4.97656
H 2.43000 0.26054 2.64378
C -1.93819 4.70535 2.59113
C -0.81089 4.75879 1.72569
C -1.08761 3.94882 0.58430
H 0.08847 5.35722 1.87808
C -2.38977 3.37665 0.75728
C -2.91489 3.85491 1.99780
H -3.91961 3.66516 2.38009
H -2.05988 5.27502 3.51388
H -0.45106 3.83764 -0.29527
H -2.91016 2.74675 0.03337
O -0.67498 -0.13141 0.83477
C 0.19048 0.06862 -0.33561
C 0.58602 -1.31362 -0.80001
H 1.05290 0.70343 -0.06287
H -0.39933 0.60451 -1.09515
C -0.51421 -2.24131 -0.25676
H 1.55953 -1.59400 -0.37541
H 0.64144 -1.36177 -1.88324
C -0.97610 -1.54847 1.01443
H -0.15269 -3.25823 -0.08295
H -1.33817 -2.27298 -0.98530
H -0.42791 -1.90775 1.90018
H -2.04922 -1.65551 1.21632
F -2.17962 -0.39592 4.58880
C -2.57594 0.76699 3.96368
F -3.72690 0.45078 3.28258
F -2.96140 1.61863 4.97705
```

Output
Relative energy (zero: lowest compared OMol25 entry of this formula, charge and spin)   0.0 kJ/mol
Charge   -1
E   -1421.732447 hartree